Entry 1:
A cluster of 2 separate species, C31H30BF7O2 in total, computed with ωB97M-V/def2-TZVPD.

Its molar mass is 578.377 g/mol. The total energy is -56425.2850 eV. For the HOMO-LUMO gap, the calculation gives 0.1548 Eh. The value obtained for the HOMO energy is -6.29 eV.

Each line ends with the Löwdin charge.
Element x y z (Å)
1 F -2.8614 4.1552 0.2777  0.0348
2 C -2.8460 2.8820 -0.2469  -0.2382
3 C -3.8840 2.5157 -1.1036  0.0558
4 C -3.8191 1.2278 -1.6333  -0.2419
5 F -4.8301 0.8172 -2.4778  0.0364
6 C -2.8030 0.3380 -1.3395  0.0299
7 C -1.7948 0.7044 -0.4051  -0.2487
8 C -0.7408 -0.2175 -0.0355  -0.0212
9 C 0.6518 0.2689 -0.5426  -0.1023
10 C 1.4190 -0.7538 -1.2498  0.0036
11 C 2.5306 -0.4477 -2.0450  -0.2106
12 C 3.2309 -1.4932 -2.7306  0.0459
13 C 4.3298 -1.1952 -3.5158  -0.2429
14 F 4.9651 -2.2215 -4.1788  0.0371
15 C 4.8239 0.1018 -3.6898  0.0580
16 C 4.1311 1.1120 -3.0263  -0.2343
17 F 4.6155 2.4009 -3.1171  0.0375
18 C 3.0065 0.8938 -2.2464  0.0385
19 C -1.8007 2.0353 0.0913  0.0425
20 H -4.6974 3.1903 -1.3527  0.1289
21 H -2.7751 -0.6408 -1.8244  0.1333
22 H -0.9197 -1.2420 -0.3750  0.0929
23 H 0.4197 1.0898 -1.2502  0.1871
24 H 1.0644 -1.7834 -1.2330  0.1259
25 H 2.8837 -2.5197 -2.6226  0.1257
26 H 5.6894 0.3112 -4.3092  0.1290
27 H 2.4788 1.7624 -1.8356  0.1257
28 H -0.9964 2.3725 0.7441  0.1192
29 C 1.3081 2.5861 2.8873  -0.0062
30 C 2.3641 2.6821 1.7809  -0.4468
31 C 2.9731 4.0643 1.7960  -0.0065
32 C 3.3970 1.4736 1.8178  -0.4513
33 C 4.7392 1.8258 1.1773  -0.0050
34 C 3.6588 0.8336 3.1652  -0.0074
35 O 2.7578 0.4788 0.9915  0.1526
36 B 1.8422 1.1628 0.2255  -0.5957
37 C -3.0636 -2.2282 0.5178  -0.2143
38 C -4.3907 -1.8119 0.3078  -0.0154
39 C -5.2070 -2.4639 -0.5996  -0.0027
40 C -4.7004 -3.5601 -1.2916  -0.1336
41 C -5.5941 -4.2528 -2.2820  -0.5187
42 F -4.9179 -5.1241 -3.0848  0.1135
43 F -6.5814 -4.9698 -1.6527  0.1149
44 F -6.2218 -3.3544 -3.1063  0.1141
45 C -3.4117 -4.0257 -1.0670  0.0025
46 C -2.6008 -3.3746 -0.1362  -0.0118
47 C -2.2125 -1.4859 1.4719  -0.2800
48 C -2.0620 -2.1634 2.8443  -0.0844
49 C -0.8812 -2.0423 1.9600  -0.1247
50 O 1.6939 2.5037 0.5067  0.1402
51 H 1.7774 2.6770 3.8768  0.0958
52 H 0.5901 3.4125 2.7808  0.0986
53 H 0.7496 1.6392 2.8459  0.0970
54 H 3.4868 4.2311 2.7505  0.1021
55 H 3.6868 4.2056 0.9785  0.0888
56 H 2.1866 4.8207 1.6967  0.0992
57 H 5.3357 2.4440 1.8604  0.0971
58 H 5.2979 0.9021 0.9811  0.1030
59 H 4.6184 2.3583 0.2244  0.0927
60 H 4.1851 1.5360 3.8217  0.0989
61 H 2.7331 0.5183 3.6561  0.0866
62 H 4.2949 -0.0497 3.0288  0.1009
63 H -4.7805 -0.9633 0.8750  0.1324
64 H -6.2242 -2.1217 -0.7728  0.1308
65 H -3.0362 -4.8898 -1.6062  0.1212
66 H -1.6076 -3.7780 0.0685  0.1100
67 H -2.4221 -0.4196 1.5853  0.1365
68 H -2.0748 -1.5283 3.7314  0.1049
69 H -2.5297 -3.1484 2.9466  0.1137
70 H -0.5154 -2.9429 1.4677  0.0996
71 H -0.1128 -1.3213 2.2462  0.1094

Forces on the atoms, in the same order (eV/Å):
0.013 -1.029 -0.426
0.192 0.343 0.032
0.062 -0.262 -0.012
-0.479 0.110 -0.219
0.960 0.419 0.697
0.294 -0.243 0.445
-0.692 1.053 -0.234
2.915 1.988 -2.846
-0.839 -1.407 -0.717
-0.862 0.669 0.332
1.785 0.262 -1.001
-0.160 0.389 0.266
0.087 -0.198 -0.367
-0.524 0.911 0.632
-0.203 -0.185 0.152
0.152 0.449 0.299
-0.506 -1.140 -0.067
-0.015 -0.428 -0.086
-0.378 -0.203 -0.026
0.178 -0.114 0.090
-0.129 0.312 0.225
0.226 0.421 0.191
-0.297 -0.226 0.127
0.145 0.130 0.032
0.207 0.208 -0.082
-0.149 -0.051 0.132
0.366 -0.249 -0.234
-0.275 -0.005 -0.072
-0.144 0.000 0.008
0.277 -0.087 0.546
0.337 0.212 0.032
0.441 0.432 -0.064
0.094 0.062 -0.145
-0.159 0.061 0.335
-0.604 0.730 -0.626
-1.395 -1.027 1.604
-0.147 -0.348 -0.129
0.120 0.043 0.053
0.200 0.059 0.238
-0.021 -0.256 -0.388
-0.438 -0.217 -0.477
-0.556 0.589 0.583
0.693 0.533 -0.602
0.399 -0.807 0.649
-0.031 0.129 0.256
-0.223 0.114 -0.205
-0.462 -0.637 2.250
-0.333 -0.366 0.404
-0.108 0.213 -0.142
0.140 -1.009 -0.278
-0.122 -0.040 -0.274
0.186 -0.256 -0.033
0.191 0.187 -0.009
-0.032 0.023 -0.167
-0.142 -0.019 0.177
0.105 -0.192 0.023
-0.128 -0.054 -0.216
-0.168 0.169 0.057
0.021 -0.153 0.199
-0.102 -0.113 -0.048
0.161 0.018 -0.092
-0.137 0.223 -0.017
0.191 -0.164 -0.243
0.178 -0.082 0.012
-0.112 0.113 0.081
-0.277 0.231 -0.176
0.207 -0.495 -0.206
-0.167 -0.231 -0.259
0.182 0.407 0.092
0.022 0.326 0.162
-0.215 -0.251 -0.225

---

Entry 2:
A structure of composition C31H30BrCl2N3O10PtS2, computed with ωB97M-V/def2-TZVPD.

Its molar mass is 1014.614 g/mol. The total energy is -177584.9756 eV. Its relative energy (zero: lowest compared OMol25 entry of this formula, charge and spin) is 0.30 kcal per mole. For the HOMO-LUMO gap, the calculation gives 0.2638 Eh. The value obtained for the HOMO energy is -8.43 eV.

Each line ends with the Löwdin charge.
Element x y z (Å)
1 Pt -1.0752 -0.6309 -0.2282  1.6053
2 O -3.1721 -4.0612 -1.5597  -0.2862
3 S -2.7298 -3.5155 -0.3068  0.5533
4 O -3.5670 -3.7218 0.8293  -0.2619
5 O -2.4854 -2.0144 -0.5749  -0.4902
6 C -1.1171 -4.2442 0.0004  -0.2179
7 C -0.7968 -5.2938 -0.8560  -0.0411
8 C 0.3820 -6.0067 -0.7021  -0.0553
9 C 1.2623 -5.6800 0.3164  -0.0663
10 C 0.9612 -4.6266 1.1633  -0.0519
11 C -0.2191 -3.9104 1.0126  -0.2345
12 S -0.3895 -2.5012 2.0864  0.5376
13 O 0.3124 -1.4058 1.2938  -0.3926
14 O 0.1920 -2.8056 3.3577  -0.2556
15 O -1.7959 -2.1387 2.1059  -0.3609
16 H -1.4911 -5.5462 -1.6431  0.1126
17 H 0.6037 -6.8193 -1.3809  0.1124
18 H 2.1796 -6.2371 0.4527  0.1116
19 H 1.6373 -4.3535 1.9627  0.1200
20 N -2.2493 0.2817 1.1477  -0.0502
21 C -3.5697 0.8250 0.7766  -0.1701
22 C -3.4362 1.9861 -0.1981  -0.1786
23 C -3.8801 1.6469 -1.6116  -0.1752
24 C -3.2763 0.3582 -2.1403  -0.1806
25 N -1.8222 0.2586 -1.8741  -0.0365
26 H -2.3559 -0.4761 1.8356  0.0799
27 H -1.6812 1.0037 1.5934  0.0708
28 H -4.0582 1.1349 1.7013  0.1295
29 H -4.1502 0.0006 0.3599  0.1243
30 H -2.3874 2.3055 -0.2146  0.0900
31 H -3.9966 2.8477 0.1649  0.1207
32 H -3.6247 2.4722 -2.2810  0.1188
33 H -4.9674 1.5465 -1.6399  0.1248
34 H -3.3823 0.3024 -3.2253  0.1368
35 H -3.7419 -0.5345 -1.7291  0.1041
36 H -1.3457 1.1660 -1.8687  0.1104
37 H -1.3122 -0.2749 -2.6341  0.0698
38 Cl 1.9823 4.4671 3.3785  0.7571
39 C 2.2250 4.6145 1.6623  -0.5742
40 C 3.4463 5.0996 1.2187  -0.1050
41 C 3.6645 5.3215 -0.1269  -0.0769
42 C 2.6445 5.0686 -1.0324  -0.1016
43 C 1.4463 4.5677 -0.5789  -0.5663
44 Cl 0.1882 4.2376 -1.7460  0.7238
45 C 1.1961 4.2938 0.7758  -0.3052
46 N -0.0264 3.7661 1.1411  0.0800
47 C -0.3377 2.9101 2.2267  -0.2762
48 C -1.4510 3.2354 2.9995  -0.0332
49 C -1.8642 2.4060 4.0323  -0.0796
50 C -1.1451 1.2546 4.3183  -0.0659
51 C -0.0330 0.9320 3.5560  -0.0319
52 C 0.3730 1.7266 2.4851  -0.1978
53 C 1.5582 1.3070 1.6674  -0.0423
54 C 1.3600 1.2412 0.1644  -0.5557
55 O 2.2547 1.5384 -0.5818  0.1179
56 O 0.1639 0.9092 -0.3458  -0.2259
57 H 4.2115 5.3130 1.9518  0.1051
58 H 4.6173 5.6979 -0.4704  0.1073
59 H 2.7782 5.2347 -2.0918  0.1090
60 H -0.7038 3.7814 0.3953  0.0674
61 H -1.9731 4.1601 2.7879  0.1194
62 H -2.7322 2.6711 4.6221  0.1060
63 H -1.4518 0.6004 5.1232  0.1131
64 H 0.5034 0.0134 3.7582  0.1141
65 H 1.8804 0.3163 1.9801  0.1225
66 H 2.4046 1.9754 1.8370  0.1201
67 Br 2.4782 0.3806 -4.5507  0.8176
68 C 2.9022 -1.2208 -3.6432  -0.5900
69 C 4.1836 -1.7240 -3.8302  -0.1279
70 C 4.5847 -2.8699 -3.1659  -0.0727
71 C 3.7161 -3.5093 -2.2917  -0.0651
72 C 2.4505 -2.9942 -2.0919  -0.0027
73 C 2.0188 -1.8552 -2.7752  -0.1432
74 C 0.6239 -1.3753 -2.5272  -0.5270
75 O -0.0284 -0.8104 -3.3990  0.0115
76 O 0.2010 -1.6883 -1.3400  -0.1598
77 H 4.8620 -1.2073 -4.4943  0.0961
78 H 5.5828 -3.2556 -3.3274  0.1068
79 H 4.0264 -4.4001 -1.7619  0.1036
80 H 1.7642 -3.4682 -1.4013  0.1003

Forces on the atoms, in the same order (eV/Å):
1.988 -0.275 -0.071
0.036 0.034 0.031
-0.027 -0.005 -0.249
-0.028 0.009 0.055
-0.148 -0.013 0.177
0.001 -0.046 -0.131
-0.005 0.008 0.019
0.016 0.017 0.044
-0.049 -0.009 -0.041
0.012 -0.008 0.097
0.179 0.049 0.178
-1.347 -0.003 -0.070
-0.830 0.151 -0.205
0.671 0.251 -0.370
0.125 -0.470 0.653
-0.017 0.017 -0.003
0.004 -0.008 0.003
0.009 0.003 0.002
-0.008 0.015 0.006
-0.155 0.104 0.159
-0.044 -0.122 0.129
0.132 0.220 0.056
-0.069 0.042 -0.134
0.181 -0.103 -0.194
-0.267 0.074 0.073
0.030 -0.084 0.013
0.020 0.128 0.003
0.010 0.006 0.000
-0.017 0.030 0.039
-0.005 0.017 0.049
-0.032 -0.008 -0.032
-0.008 0.025 0.028
0.005 -0.017 -0.050
-0.128 0.002 0.022
0.013 0.016 0.007
-0.113 0.023 0.034
-0.056 0.087 0.069
0.043 0.006 0.003
0.039 0.072 0.044
-0.024 -0.013 0.055
-0.022 0.002 -0.032
0.038 0.018 0.005
-0.048 -0.043 -0.020
0.033 -0.002 0.030
0.070 -0.148 -0.143
-0.105 0.120 0.016
-0.029 -0.144 0.012
-0.022 -0.103 -0.033
-0.015 0.037 -0.044
-0.020 -0.019 0.038
-0.091 -0.016 -0.090
-0.022 0.035 0.090
-0.024 0.057 0.017
0.249 -0.181 -0.067
-0.007 0.003 -0.071
-0.409 0.335 0.005
0.008 0.008 -0.007
0.002 -0.001 -0.001
0.012 0.007 0.003
-0.033 0.021 0.057
0.001 0.005 -0.005
-0.001 0.003 0.003
0.001 -0.001 0.018
0.034 0.003 0.019
-0.033 -0.105 0.040
-0.025 -0.004 -0.088
0.061 0.056 -0.058
0.057 -0.015 0.003
-0.020 0.014 -0.006
-0.017 -0.007 0.011
0.023 -0.005 -0.011
-0.086 0.038 -0.011
0.042 -0.081 0.011
0.304 -0.262 -0.250
-0.129 -0.014 0.126
0.040 0.159 -0.029
-0.006 0.001 -0.001
0.002 -0.003 0.006
0.006 -0.004 -0.002
0.047 0.017 -0.037

---

Entry 3:
A structure of composition C31H30BrCsN4O7, computed with ωB97M-V/def2-TZVPD.

Its molar mass is 783.411 g/mol. The total energy is -123520.0058 eV. Its relative energy (zero: lowest compared OMol25 entry of this formula, charge and spin) is 11.23 kcal per mole. For the HOMO-LUMO gap, the calculation gives 0.2199 Eh. The value obtained for the HOMO energy is -2.40 eV. As for the net charge: -2.

Each line ends with the Löwdin charge.
Element x y z (Å)
1 Cs 0.5947 0.5701 1.0393  1.3337
2 O 1.7021 0.2554 5.2295  -0.1046
3 C 2.6531 1.3011 5.2299  -0.2604
4 C 3.8647 0.9413 4.3839  -0.1915
5 N 3.5857 1.0988 2.9689  -0.1763
6 C 3.9595 2.4064 2.4523  -0.1344
7 C 3.1608 2.8463 1.1871  -0.7588
8 O 3.7841 2.9801 0.1171  -0.0618
9 O 1.9256 3.0140 1.3941  -0.2641
10 C 3.9604 -0.0296 2.1461  -0.1291
11 C 3.0210 -1.2771 2.2250  -0.7336
12 O 3.3668 -2.2743 1.5736  -0.0455
13 O 1.9561 -1.1571 2.9099  -0.2234
14 H 1.7617 -0.1898 4.3481  0.0278
15 H 2.2235 2.2308 4.8326  0.1122
16 H 2.9453 1.4806 6.2717  0.1021
17 H 4.7420 1.5408 4.6846  0.1124
18 H 4.1007 -0.1068 4.5885  0.1261
19 H 3.7277 3.1449 3.2227  0.1095
20 H 5.0367 2.4722 2.2172  0.1116
21 H 3.9910 0.3121 1.1086  0.1188
22 H 4.9734 -0.4017 2.3705  0.1188
23 Br -1.9558 6.9433 -6.3208  0.6617
24 C -1.2447 5.1745 -6.4419  -0.7035
25 C -1.7264 4.3195 -7.4138  -0.1514
26 C -1.1963 3.0398 -7.5121  -0.0501
27 C -0.2073 2.6026 -6.6304  -0.3168
28 C 0.2680 3.4944 -5.6591  -0.0266
29 C -0.2464 4.7760 -5.5651  -0.1237
30 N 0.4302 1.3679 -6.8852  0.0215
31 N 0.6774 0.5055 -5.9941  0.0390
32 C 0.1182 0.4795 -4.7316  -0.2565
33 C -1.1212 1.0287 -4.3631  -0.0386
34 C -1.6555 0.8487 -3.1137  -0.0176
35 C -0.9921 0.1039 -2.0861  -0.4062
36 O -1.4969 -0.0421 -0.9532  -0.1657
37 C 0.3057 -0.5120 -2.4561  -0.1701
38 N 0.9492 -1.2272 -1.5122  0.0573
39 C 2.1070 -1.7838 -1.8031  -0.1303
40 C 2.6730 -1.6887 -3.0826  -0.0600
41 C 2.0357 -0.9648 -4.0513  -0.0218
42 C 0.8092 -0.3312 -3.7607  -0.0994
43 H -2.5000 4.6517 -8.0932  0.0898
44 H -1.5407 2.3595 -8.2817  0.1042
45 H 1.0380 3.1718 -4.9696  0.1259
46 H 0.1233 5.4594 -4.8129  0.1015
47 H -1.7034 1.5712 -5.0947  0.1029
48 H -2.6255 1.2609 -2.8650  0.1015
49 H 2.6029 -2.3195 -0.9980  0.0999
50 H 3.6203 -2.1730 -3.2855  0.0958
51 H 2.4582 -0.8566 -5.0403  0.0980
52 C -4.1467 -5.6605 3.6358  -0.0606
53 C -3.6707 -4.2678 3.3139  -0.2699
54 C -4.1433 -3.5941 2.1955  -0.0205
55 C -3.6911 -2.3215 1.8733  -0.1977
56 C -4.2176 -1.6309 0.6360  -0.0356
57 C -2.7597 -1.7000 2.7174  -0.0928
58 C -2.2908 -0.3404 2.3602  -0.2689
59 O -1.9440 0.5044 3.1594  0.0201
60 C -2.2523 -2.3684 3.8438  -0.1750
61 C -1.1755 -1.7703 4.7106  -0.0211
62 C -2.7246 -3.6453 4.1174  -0.0134
63 H -4.9611 -5.9600 2.9758  0.0665
64 H -4.4993 -5.7258 4.6671  0.0737
65 H -3.3355 -6.3827 3.5205  0.0791
66 H -4.8737 -4.0741 1.5517  0.1068
67 H -4.9507 -2.2635 0.1339  0.0718
68 H -3.4141 -1.4031 -0.0681  0.0711
69 H -4.6998 -0.6827 0.8795  0.0885
70 H -2.2891 -0.1164 1.2813  0.0734
71 H -1.5479 -0.9189 5.2796  0.0891
72 H -0.3409 -1.3997 4.1137  0.0700
73 H -0.7901 -2.5192 5.4029  0.0804
74 H -2.3224 -4.1776 4.9744  0.1154

Forces on the atoms, in the same order (eV/Å):
0.126 0.247 0.110
0.002 0.130 -0.032
-0.046 -0.093 -0.015
0.018 -0.022 -0.034
-0.260 -0.039 -0.014
0.158 0.086 -0.263
-0.285 -0.105 0.165
0.035 -0.033 0.183
0.288 0.143 -0.140
0.064 -0.118 0.018
-0.240 0.126 0.155
0.154 0.192 -0.024
0.280 -0.150 0.056
0.006 -0.010 0.004
-0.038 0.005 0.027
0.033 -0.023 0.007
-0.008 0.011 0.000
0.045 -0.008 0.004
0.019 -0.009 0.043
0.016 -0.079 0.084
-0.046 -0.123 -0.077
0.078 0.039 -0.042
0.033 -0.077 0.002
-0.043 0.079 0.000
0.011 -0.040 -0.018
0.041 -0.019 0.045
-0.098 0.171 0.053
-0.031 0.037 -0.011
0.036 -0.074 -0.008
0.150 -0.258 0.020
-0.172 0.228 0.042
0.034 -0.013 -0.129
0.052 -0.066 0.106
0.084 -0.002 -0.125
-0.159 -0.140 0.115
-0.044 -0.074 -0.059
-0.230 0.209 -0.287
0.105 0.016 0.065
-0.311 0.030 0.067
0.154 -0.053 -0.014
0.007 0.014 -0.009
0.114 -0.118 -0.026
0.000 -0.019 -0.008
-0.003 0.016 0.012
-0.012 0.000 -0.010
0.011 -0.015 0.010
-0.002 0.013 -0.014
0.002 -0.010 0.018
0.006 0.042 0.014
0.003 0.008 0.005
-0.008 0.011 -0.013
0.019 0.037 -0.004
-0.038 -0.013 -0.037
-0.034 -0.040 0.018
0.013 0.131 -0.061
0.057 -0.046 0.044
0.027 -0.128 -0.015
-0.248 0.163 0.118
-0.022 -0.197 -0.137
0.134 0.083 0.051
-0.075 0.024 0.015
0.013 -0.043 0.030
0.001 -0.005 0.004
0.003 -0.007 -0.006
-0.006 0.001 0.002
0.005 0.005 -0.002
0.022 0.002 0.015
0.010 0.002 -0.020
-0.019 -0.003 0.009
-0.006 0.018 -0.049
0.015 -0.017 -0.010
0.017 -0.055 0.015
-0.006 0.004 -0.024
-0.005 0.021 -0.013

---

Look up the molar mass of the second one.
1014.614 g/mol

---

The highest HOMO energy belongs to which entry?
C31H30BrCsN4O7

---

Look up the HOMO-LUMO gap of the second one.
0.2638 Eh

---

Which of these has the highest molar mass?
C31H30BrCl2N3O10PtS2